18
Properties=species:S:1:pos:R:3:lowdin_charge:R:1 method="wB97M-V/def2-TZVPD" charge=-1 total_energy_ev=-9459.3775 homo_lumo_gap_ha=0.273 lumo_ev=3.611
C 2.148 -1.029 -0.510 -0.306
C 2.154 -2.576 -0.548 -0.138
C 1.027 -0.400 -1.313 -0.130
H 2.020 -0.772 0.538 0.081
H 3.124 -0.743 -0.898 0.092
H 2.859 -2.996 -1.283 0.054
H 1.199 -3.059 -0.737 0.062
H 0.001 -0.615 -1.033 0.068
H 1.141 0.684 -1.131 0.077
H 2.608 -3.015 0.352 0.055
H 1.171 -0.308 -2.393 0.066
C -0.707 0.389 1.553 -0.063
C -1.635 1.214 0.571 -0.803
O -2.540 0.592 -0.027 -0.114
O -1.295 2.415 0.437 -0.124
H -0.647 0.726 2.586 0.046
H 0.304 0.595 1.193 0.028
H -0.976 -0.659 1.416 0.051